No. 1
Below is a 7-piece molecular cluster, C35H62F13O12S overall in a non-equilibrium geometry, with properties calculated with wB97M-V/def2-TZVPD.

Last columns: bonded neighbours and bond lengths (Å).
Geometry (Å):
1 C -3.4112 3.6820 -0.9448  C2 1.222, H44 1.021
2 C -3.5791 2.8791 -0.0386  C1 1.222, C3 1.398
3 C -3.5558 1.9855 1.0364  C2 1.398, O4 1.412, C5 1.526, C40 1.511
4 O -4.6191 2.3363 1.8975  C3 1.412, H45 0.948
5 C -3.7847 0.5455 0.5856  C3 1.526, C6 1.512, C14 1.497, H46 1.061
6 C -3.3714 0.2849 -0.8453  C5 1.512, C7 1.509, H47 1.067, H48 1.057
7 C -1.9658 0.6468 -1.2581  C6 1.509, C8 1.509, H49 1.056, H50 1.061
8 C -1.5474 -0.0722 -2.5169  C7 1.509, C9 1.526, H51 1.064, H52 1.063
9 C -0.7395 0.7935 -3.4788  C8 1.526, C10 1.484, H53 1.059, H54 1.065
10 C 0.7050 0.4538 -3.5147  C9 1.484, C11 1.500, H55 1.065, H56 1.061
11 C 1.4270 0.7787 -2.2404  C10 1.500, C12 1.511, H57 1.068, H58 1.060
12 C 1.9265 2.2047 -2.2463  C11 1.511, C13 1.507, H59 1.065, H60 1.063
13 C 1.7173 2.8539 -0.9027  C12 1.507, H61 1.056, H62 1.063, H63 1.062
14 C -3.1973 -0.4235 1.5637  C5 1.497, C15 1.505, O36 1.432, H64 1.066
15 C -3.8068 -1.7962 1.4711  C14 1.505, C16 1.499, H65 1.063, H66 1.050
16 C -3.0389 -2.9386 0.8773  C15 1.499, C17 1.512, H67 1.061, H68 1.056
17 C -1.9214 -3.4446 1.7620  C16 1.512, F18 1.305, F19 1.310, C20 1.521
18 F -1.9798 -2.8659 2.9302  C17 1.305
19 F -2.1367 -4.7230 1.9500  C17 1.310
20 C -0.5068 -3.3606 1.2106  C17 1.521, F21 1.312, F22 1.267, C23 1.534
21 F -0.3890 -4.3910 0.4073  C20 1.312
22 F -0.3206 -2.3434 0.4777  C20 1.267
23 C 0.6019 -3.5301 2.2573  C20 1.534, F24 1.295, F25 1.282, C26 1.520
24 F 0.2238 -4.4975 3.0300  C23 1.295
25 F 1.6764 -3.8868 1.6552  C23 1.282
26 C 0.9210 -2.3319 3.1361  C23 1.520, F27 1.277, F28 1.282, C29 1.546
27 F 0.1282 -2.2669 4.1345  C26 1.277
28 F 0.7988 -1.2440 2.4694  C26 1.282
29 C 2.3512 -2.3366 3.7237  C26 1.546, F30 1.276, F31 1.289, C32 1.527
30 F 3.2324 -2.1730 2.8156  C29 1.276
31 F 2.4074 -1.3061 4.4963  C29 1.289
32 C 2.6965 -3.5148 4.6314  C29 1.527, F33 1.298, F34 1.299, F35 1.274
33 F 3.8981 -3.3107 5.0781  C32 1.298
34 F 2.7115 -4.6652 4.0286  C32 1.299
35 F 1.9233 -3.5867 5.6412  C32 1.274
36 O -3.4559 0.0341 2.8955  C14 1.432, S37 1.588
37 S -2.4933 1.2144 3.3438  O36 1.588, O38 1.382, O39 1.407, C40 1.797
38 O -3.2007 1.9467 4.2783  S37 1.382
39 O -1.2617 0.6967 3.7867  S37 1.407
40 C -2.2798 2.1557 1.8278  C3 1.511, S37 1.797, C41 1.558, H69 1.060
41 C -1.9513 3.6300 2.2081  C40 1.558, O42 1.243, O43 1.161
42 O -2.8967 4.4295 2.3231  C41 1.243
43 O -0.8054 3.7665 2.3340  C41 1.161
44 H -3.3274 4.5402 -1.4921  C1 1.021
45 H -5.1687 2.9751 1.4623  O4 0.948
46 H -4.8366 0.4079 0.6224  C5 1.061
47 H -3.4849 -0.7643 -1.0000  C6 1.067
48 H -4.0452 0.7459 -1.5162  C6 1.057
49 H -1.9976 1.6732 -1.5064  C7 1.056
50 H -1.2601 0.5535 -0.4711  C7 1.061
51 H -2.4386 -0.3562 -3.0249  C8 1.064
52 H -0.9980 -0.9578 -2.3081  C8 1.063
53 H -1.1111 0.5797 -4.4471  C9 1.059
54 H -0.8902 1.8329 -3.3045  C9 1.065
55 H 1.1777 1.0237 -4.2805  C10 1.065
56 H 0.8495 -0.5586 -3.7978  C10 1.061
57 H 2.2640 0.1258 -2.1192  C11 1.068
58 H 0.7966 0.6540 -1.3975  C11 1.060
59 H 2.9760 2.2373 -2.4239  C12 1.065
60 H 1.4059 2.7803 -2.9721  C12 1.063
61 H 2.5041 2.6070 -0.2426  C13 1.056
62 H 0.7878 2.5690 -0.4736  C13 1.063
63 H 1.6916 3.9106 -1.0029  C13 1.062
64 H -2.1350 -0.4710 1.4939  C14 1.066
65 H -4.6648 -1.6800 0.8536  C15 1.063
66 H -4.1745 -2.0923 2.4095  C15 1.050
67 H -2.7235 -2.7380 -0.1152  C16 1.061
68 H -3.7219 -3.7407 0.8113  C16 1.056
69 H -1.4693 1.7471 1.2799  C40 1.060
70 C -2.3572 8.7970 -2.2825  C71 1.519, H73 1.090, H74 1.091, H75 1.092
71 C -2.7924 7.6588 -1.3749  C70 1.519, O72 1.426, H76 1.088, H77 1.094
72 O -2.2793 6.4041 -1.8170  C71 1.426, H78 0.960
73 H -2.6897 8.6160 -3.3050  C70 1.090
74 H -2.7679 9.7489 -1.9428  C70 1.091
75 H -1.2682 8.8781 -2.3027  C70 1.092
76 H -3.8764 7.5668 -1.3695  C71 1.088
77 H -2.4596 7.8384 -0.3486  C71 1.094
78 H -1.3210 6.4541 -1.8072  O72 0.960
79 C 4.7371 -7.2704 2.9379  C80 1.518, H82 1.087, H83 1.092, H84 1.090
80 C 5.2770 -7.9519 4.1820  C79 1.518, O81 1.426, H85 1.088, H86 1.096
81 O 5.9630 -7.0335 5.0301  C80 1.426, H87 0.960
82 H 5.5450 -6.8070 2.3781  C79 1.087
83 H 4.2248 -7.9854 2.2905  C79 1.092
84 H 4.0363 -6.4799 3.2065  C79 1.090
85 H 5.9931 -8.7278 3.9181  C80 1.088
86 H 4.4597 -8.4157 4.7458  C80 1.096
87 H 5.3418 -6.3470 5.2848  O81 0.960
88 C 6.0511 -0.6675 -2.2163  C89 1.514, H91 1.090, H92 1.089, H93 1.092
89 C 5.7242 0.7393 -2.6712  C88 1.514, O90 1.421, H94 1.089, H95 1.096
90 O 4.7567 1.3516 -1.8295  C89 1.421, H96 0.960
91 H 5.1487 -1.2793 -2.1986  C88 1.090
92 H 6.7778 -1.1317 -2.8815  C88 1.089
93 H 6.4606 -0.6600 -1.2037  C88 1.092
94 H 5.2985 0.7266 -3.6730  C89 1.089
95 H 6.6308 1.3546 -2.6905  C89 1.096
96 H 5.1127 1.3865 -0.9389  O90 0.960
97 C 6.7149 -10.0394 0.8404  C98 1.519, H100 1.089, H101 1.091, H102 1.093
98 C 6.6907 -8.9376 -0.2052  C97 1.519, O99 1.427, H103 1.088, H104 1.095
99 O 5.7356 -9.2253 -1.2251  C98 1.427, H105 0.959
100 H 6.9525 -10.9948 0.3741  C97 1.089
101 H 7.4549 -9.8309 1.6147  C97 1.091
102 H 5.7362 -10.1432 1.3148  C97 1.093
103 H 7.6592 -8.8494 -0.6919  C98 1.088
104 H 6.4469 -7.9733 0.2537  C98 1.095
105 H 4.8738 -9.2932 -0.8088  O99 0.959
106 C -4.6219 7.9467 2.4067  C107 1.518, H109 1.091, H110 1.094, H111 1.092
107 C -3.9712 8.1624 3.7607  C106 1.518, O108 1.417, H112 1.091, H113 1.097
108 O -4.1658 7.0448 4.6105  C107 1.417, H114 0.969
109 H -5.6908 7.7646 2.5246  C106 1.091
110 H -4.4838 8.8129 1.7524  C106 1.094
111 H -4.1931 7.0671 1.9209  C106 1.092
112 H -4.4092 9.0251 4.2646  C107 1.091
113 H -2.8959 8.3420 3.6406  C107 1.097
114 H -3.7694 6.2721 4.1802  O108 0.969
115 C -3.6526 1.6488 -8.1554  C116 1.519, H118 1.089, H119 1.091, H120 1.092
116 C -3.2559 2.5114 -6.9694  C115 1.519, O117 1.425, H121 1.087, H122 1.096
117 O -2.2911 1.8665 -6.1431  C116 1.425, H123 0.960
118 H -4.0550 0.6966 -7.8116  C115 1.089
119 H -4.4039 2.1458 -8.7710  C115 1.091
120 H -2.7839 1.4298 -8.7805  C115 1.092
121 H -4.1181 2.7126 -6.3380  C116 1.087
122 H -2.8524 3.4696 -7.3152  C116 1.096
123 H -1.5136 1.6920 -6.6785  O117 0.960

Output
frontier orbital gap = 6.92 eV
net charge = -1
E_LUMO = 1.86 eV
electronic energy = -108028.95738 eV

***

No. 2
Below is an isolated ion of composition C4H9N3 and charge +2 in a non-equilibrium geometry, with properties calculated with wB97M-V/def2-TZVPD.

Last columns: bonded neighbours and bond lengths (Å).
Geometry (Å):
1 C -1.0425 -0.1591 -1.2187  N2 1.483, H8 1.060, H9 1.103, H10 1.206
2 N -0.1540 -0.0812 -0.0340  C1 1.483, C3 1.486, C4 1.493, C7 1.434
3 C -0.9284 0.0042 1.2308  N2 1.486, H11 1.120, H12 1.079, H13 0.995
4 C 0.8888 -1.1172 0.2268  N2 1.493, N5 1.244, H14 1.189
5 N 2.0267 -0.6299 0.1006  C4 1.244, N6 1.299
6 N 1.9517 0.6490 -0.1157  N5 1.299, C7 1.389, H15 1.047
7 C 0.6410 1.1003 -0.1989  N2 1.434, N6 1.389, H16 1.057
8 H -1.9006 0.4435 -1.0617  C1 1.060
9 H -0.6439 -0.1163 -2.2462  C1 1.103
10 H -1.4207 -1.3045 -1.2293  C1 1.206
11 H -1.4634 0.9878 1.2156  C3 1.120
12 H -1.5830 -0.8474 1.3366  C3 1.079
13 H -0.2492 -0.0059 1.9577  C3 0.995
14 H 0.8592 -2.2873 0.4347  C4 1.189
15 H 2.7794 1.2900 -0.1074  N6 1.047
16 H 0.2391 2.0739 -0.2913  C7 1.057

Output
frontier orbital gap = 10.04 eV
ΔE to the lowest compared entry with this formula, charge and spin = 102.9 kcal/mol
net charge = +2
E_LUMO = -11.75 eV
electronic energy = -8741.28917 eV
SMILES string = C[N+]1(C)C=N[NH+]=C1

***

Look up the frontier orbital gap of the first one.
6.92 eV